(1)
Here is a structure of composition C3H10N2O2 in a non-equilibrium geometry from the Open Molecules 2025 dataset. Energies are from the ωB97M-V functional and the def2-TZVPD basis.

Structure (XYZ):
```
17
Properties=species:S:1:pos:R:3:forces:R:3:nbo_charge:R:1
C 0.362224 -0.348073 -0.510267 -0.179 -1.114 -5.148 0.624
C -0.332121 1.429026 2.013827 0.082 0.259 -0.106 -0.249
C 0.075279 -1.751763 -0.059989 -0.035 0.051 0.396 -0.655
N -0.477214 0.741889 -0.528051 -1.612 0.226 4.111 -0.342
N 0.016144 -0.297894 -2.253595 1.283 -0.836 2.371 -0.952
O -0.913819 0.458464 1.190337 0.211 0.925 -1.155 -0.581
O 1.653068 -0.016559 -0.339086 0.242 0.414 0.492 -0.677
H 1.685592 0.953139 -0.364016 0.156 -0.140 -0.057 0.490
H -1.426219 0.498099 -0.792421 0.257 -0.044 0.097 0.383
H 0.698917 0.227863 -2.791285 -0.803 -0.359 -0.200 0.390
H -0.880979 -0.679087 -2.541433 0.716 0.442 -0.479 0.378
H -0.550989 1.182995 3.062126 -0.011 -0.091 -0.181 0.185
H 0.766851 1.466936 1.905356 -0.199 0.010 0.050 0.146
H -0.737710 2.431810 1.819919 0.090 -0.060 0.009 0.160
H -0.962452 -2.020579 -0.257986 0.103 0.016 0.028 0.221
H 0.272485 -1.831059 1.009946 -0.184 0.085 -0.055 0.243
H 0.750946 -2.445207 -0.563382 -0.118 0.217 -0.171 0.236
```
Positions in Å, forces in eV/Å.

2S+1   1
Energy relative to the best compared isomer or geometry (same formula, charge and spin)   127.3 kcal per mole
E_tot   -380.13385 a.u.
E_LUMO   0.030 Ha
Highest occupied orbital energy   -8.62 eV



(2)
Here is a cluster of 2 separate species, C7H13NO in total in a non-equilibrium geometry from the Open Molecules 2025 dataset. Energies are from the ωB97M-V functional and the def2-TZVPD basis.

Structure (XYZ):
```
22
Properties=species:S:1:pos:R:3:forces:R:3:nbo_charge:R:1
C 0.492658 0.696658 1.798323 0.084 -0.047 -0.205 -0.417
C 0.606275 0.392072 0.512371 -0.695 1.132 -0.366 0.050
C 1.908581 0.555936 -0.216634 -0.069 -0.044 0.109 -0.663
C -0.631029 0.169882 -0.401914 0.241 0.229 1.064 0.210
C -1.009328 1.512276 -1.048727 0.128 -0.424 0.001 -0.612
C -1.820307 -0.384030 0.382806 0.194 0.033 -0.149 -0.644
O -0.268723 -0.728143 -1.443042 -0.504 -0.896 -0.508 -0.735
H -0.424256 0.608964 2.352577 -0.257 0.044 0.036 0.193
H 1.351170 1.034611 2.356066 0.213 -0.123 0.138 0.193
H 1.952493 1.539814 -0.687436 0.047 0.018 -0.057 0.217
H 2.748441 0.465618 0.472610 -0.009 -0.013 -0.078 0.218
H 1.984180 -0.186585 -1.006203 0.185 -0.039 -0.040 0.224
H -0.210771 1.843636 -1.706643 0.072 0.083 -0.065 0.215
H -1.180314 2.264050 -0.283544 0.006 0.056 0.075 0.216
H -1.913768 1.390605 -1.643092 -0.047 -0.023 -0.060 0.210
H -2.617075 -0.660089 -0.308490 -0.076 0.062 -0.047 0.209
H -2.207577 0.358660 1.074714 -0.076 0.047 0.014 0.223
H -1.526351 -1.259923 0.956626 0.034 -0.096 0.054 0.226
H -0.731602 -1.575944 -1.300119 0.275 0.756 -0.088 0.471
C 1.097814 -2.672251 -0.002473 0.783 -0.314 0.287 0.065
N 0.976790 -2.230661 1.046926 -0.262 -0.515 0.134 -0.304
H 1.422696 -3.135154 -0.904704 -0.265 0.073 -0.250 0.236
```
Positions in Å, forces in eV/Å.

2S+1   1
Energy relative to the best compared isomer or geometry (same formula, charge and spin)   45.5 kcal per mole
Structure (SMILES)   C=C(C)C(C)(C)O.C#N
E_tot   -404.45492 a.u.
E_LUMO   0.029 Ha
Highest occupied orbital energy   -8.93 eV



(3)
Here is a cluster of 2 separate species, C12H20Si in total in a non-equilibrium geometry from the Open Molecules 2025 dataset. Energies are from the ωB97M-V functional and the def2-TZVPD basis.

Structure (XYZ):
```
33
Properties=species:S:1:pos:R:3:forces:R:3:nbo_charge:R:1
C 2.339442 3.068476 2.015152 0.288 -0.880 -0.381 -0.203
C 1.275752 2.679676 2.791320 0.712 0.121 0.212 -0.209
C 2.580731 2.408918 0.810253 2.205 1.154 -0.843 -0.221
C 0.482411 1.657659 2.369157 -1.289 -0.384 0.911 -0.192
C 1.817567 1.318954 0.412330 0.997 0.385 -0.389 -0.146
C 0.770825 0.938372 1.219188 -1.453 -0.257 -0.160 -0.555
C 1.983308 -3.129844 -0.154162 -1.264 1.282 -0.356 -0.680
C -0.297182 0.112476 -2.066788 -1.846 -0.030 0.972 -0.614
C -2.541846 -0.776716 -1.121277 -0.350 1.161 2.836 -0.626
C -1.914344 1.704302 -0.926818 -1.787 -0.294 3.564 -0.624
C 0.500616 -3.092938 0.307321 0.024 2.905 -3.600 -0.431
C -1.437263 0.256984 -0.968617 1.511 -0.071 -0.401 -0.480
Si -0.517347 -0.239647 0.620039 -0.348 -2.086 0.228 1.217
H 3.079290 3.715595 2.428623 0.242 0.768 -0.103 0.214
H 1.151386 3.056601 3.779522 -0.243 0.581 0.476 0.212
H 3.500484 2.804160 0.228046 -1.706 -1.052 0.743 0.216
H -0.382476 1.452140 3.028643 0.459 -0.378 -0.699 0.218
H 2.062252 0.742607 -0.488100 -0.065 0.416 0.310 0.210
H 2.364650 -2.064909 -0.067197 0.264 -1.579 -0.003 0.217
H 2.585008 -3.896988 0.332074 0.029 0.438 0.557 0.214
H 2.019142 -3.424510 -1.205542 -0.023 0.309 -0.128 0.207
H 0.144068 1.070143 -2.229070 0.329 0.682 -0.372 0.213
H 0.461945 -0.537215 -1.680505 0.549 -0.742 -0.357 0.201
H -0.786019 -0.274810 -2.950231 0.374 -0.102 -0.532 0.212
H -3.420917 -0.379655 -0.522940 0.953 -0.762 -0.211 0.211
H -2.191153 -1.731168 -0.649631 -0.801 0.290 -1.282 0.223
H -2.904397 -0.665646 -2.095595 -0.410 -1.113 -1.875 0.213
H -2.785347 1.817532 -0.125603 1.336 -0.464 -1.617 0.198
H -1.129498 2.180856 -0.351484 0.319 1.172 -0.731 0.217
H -2.288171 2.221413 -1.799192 0.442 -0.082 -0.529 0.220
H 0.279726 -3.579179 1.174361 -0.866 -1.066 2.318 0.169
H -0.297013 -3.082203 -0.498250 1.192 -0.458 1.106 0.188
H -1.615266 -0.463404 1.598591 0.227 0.136 0.337 -0.209
```
Positions in Å, forces in eV/Å.

2S+1   1
Energy relative to the best compared isomer or geometry (same formula, charge and spin)   109.4 kcal per mole
E_tot   -758.56836 a.u.
E_LUMO (alpha / beta)   0.004 / 0.014 Ha
Highest occupied orbital energy (alpha / beta)   -7.66 / -7.03 eV



(4)
Here is a cluster of 2 separate species, C6H12ClN in total in a non-equilibrium geometry from the Open Molecules 2025 dataset. Energies are from the ωB97M-V functional and the def2-TZVPD basis.

Structure (XYZ):
```
20
Properties=species:S:1:pos:R:3:forces:R:3:nbo_charge:R:1
C 1.322012 0.949209 -1.078267 0.020 1.264 0.911 0.316
C -0.466662 0.246107 -0.143872 1.506 2.011 -1.759 0.130
C 2.047971 -0.275175 -1.402536 -2.251 -0.379 2.118 -0.682
C -0.738694 -1.189648 -0.611471 3.470 0.633 0.365 -0.674
C -1.554776 1.203204 -0.604602 2.195 2.201 -2.252 -0.664
C -0.097692 0.406359 1.331997 -1.378 2.363 0.710 -0.677
N 2.037643 2.019639 -1.320616 -1.740 -2.891 0.600 -0.498
Cl 1.367236 3.506042 -0.927304 -0.772 1.326 0.350 0.079
H 1.838259 -0.963490 -0.578181 0.344 -0.330 -0.582 0.204
H 3.042654 -0.199061 -1.528181 3.511 0.732 -0.295 0.226
H 1.640415 -0.537790 -2.313428 -1.003 -1.605 -1.914 0.227
H -1.360375 -1.602274 0.168401 -0.236 -0.631 -0.018 0.226
H 0.334578 -1.654441 -0.638499 -2.565 0.015 0.308 0.225
H -1.131477 -1.273228 -1.617184 -0.354 0.134 0.034 0.224
H -1.825560 1.138714 -1.744047 0.570 0.067 2.302 0.222
H -1.345661 2.288559 -0.311033 0.340 -1.316 -0.869 0.233
H -2.365358 1.073927 -0.001530 -2.852 -1.109 1.360 0.205
H 0.371503 -0.431870 1.771577 0.405 -1.243 0.246 0.217
H -1.090227 0.622004 1.975530 2.165 -0.386 -1.394 0.214
H 0.648473 1.256773 1.491064 -1.374 -0.857 -0.221 0.246
```
Positions in Å, forces in eV/Å.

2S+1   1
Energy relative to the best compared isomer or geometry (same formula, charge and spin)   110.3 kcal per mole
E_tot   -750.59712 a.u.
E_LUMO   0.028 Ha
Highest occupied orbital energy   -8.77 eV